{"formula": "C31H28Br2IN5O6SiW", "method": "ωB97M-V with the def2-TZVPD basis set", "elements": ["W", "O", "C", "C", "C", "N", "C", "C", "C", "O", "O", "C", "O", "O", "H", "H", "H", "C", "C", "C", "C", "C", "C", "N", "N", "Si", "C", "C", "C", "H", "H", "H", "H", "H", "H", "H", "H", "H", "H", "H", "H", "H", "H", "H", "C", "C", "C", "C", "C", "C", "Br", "C", "C", "Br", "C", "O", "C", "N", "H", "H", "H", "H", "H", "H", "I", "C", "C", "C", "C", "C", "N", "H", "H", "H", "H"], "coordinates": [[0.0087, 0.2166, 0.3750], [-4.5528, 2.9758, 3.6465], [-3.6030, 2.3458, 2.9300], [-3.7764, 1.0525, 2.4278], [-2.7405, 0.5062, 1.7082], [-1.5880, 1.1465, 1.5530], [-1.4332, 2.3994, 1.9720], [-2.4284, 3.0513, 2.6610], [-0.0602, 2.9415, 1.6269], [0.2165, 4.1095, 1.7514], [0.7266, 1.9708, 1.2619], [-2.8162, -0.7531, 0.8640], [-3.7775, -1.4838, 0.9050], [-1.7969, -0.8373, 0.0550], [-5.3021, 2.3895, 3.7985], [-4.6952, 0.4919, 2.5434], [-2.2890, 4.0724, 2.9853], [-3.3566, 1.8967, -1.1028], [-1.9933, 2.4037, -1.4732], [-1.8577, 3.5973, -2.1469], [-0.5786, 4.0237, -2.5180], [0.5203, 3.2561, -2.2377], [0.3304, 2.0423, -1.5443], [-0.9173, 1.6515, -1.1711], [1.2563, 1.1447, -1.1465], [2.9649, 1.3720, -1.5222], [3.1122, 1.2268, -3.3865], [3.6067, 3.0132, -0.8914], [4.0764, 0.0801, -0.7722], [-4.0856, 2.2342, -1.8382], [-3.6712, 2.2850, -0.1315], [-3.3795, 0.8102, -1.0684], [-2.7362, 4.1783, -2.3884], [-0.4558, 4.9678, -3.0340], [1.5099, 3.5774, -2.5191], [2.4242, 1.8853, -3.9198], [2.8829, 0.1988, -3.6809], [4.1244, 1.4531, -3.7297], [3.2249, 3.8991, -1.3976], [4.6957, 3.0261, -0.9854], [3.3540, 3.1097, 0.1676], [3.9761, -0.9101, -1.2206], [3.9429, -0.0022, 0.3043], [5.1023, 0.4173, -0.9471], [-0.8903, -0.9941, -2.8532], [0.1227, -1.8381, -2.1526], [0.5889, -3.0192, -2.7851], [1.5203, -3.8122, -2.1896], [2.0646, -3.4362, -0.9406], [3.0524, -4.1566, -0.2251], [3.7138, -5.7958, -0.9069], [3.5310, -3.6823, 0.9602], [3.0634, -2.4665, 1.4895], [3.7934, -1.8411, 3.1050], [2.1124, -1.7107, 0.8383], [1.7029, -0.5345, 1.2357], [1.5910, -2.2388, -0.3850], [0.6020, -1.4919, -0.9731], [-1.1439, -1.4395, -3.8125], [-0.4862, 0.0037, -3.0210], [-1.7901, -0.8914, -2.2495], [0.1807, -3.2716, -3.7534], [1.8632, -4.7202, -2.6667], [4.2881, -4.2310, 1.5025], [0.1484, -0.1843, 4.2095], [-0.8950, -1.7872, 3.3410], [-1.9205, -2.3750, 4.0746], [-2.5408, -3.4869, 3.5327], [-2.0924, -3.9932, 2.3225], [-1.0600, -3.3327, 1.6818], [-0.4919, -2.2277, 2.1679], [-2.2068, -1.9722, 5.0350], [-3.3723, -3.9489, 4.0490], [-2.5348, -4.8724, 1.8769], [-0.6795, -3.6851, 0.7291]], "multiplicity": 3, "lumo_ev": [-0.3, -0.5], "max_force_ev_per_a": 3.4}

***

{"formula": "C31H28Cl3GeHgN6O5", "method": "ωB97M-V with the def2-TZVPD basis set", "elements": ["Hg", "O", "C", "N", "C", "C", "C", "C", "C", "C", "N", "C", "C", "C", "C", "C", "N", "H", "H", "H", "H", "H", "H", "H", "H", "H", "H", "C", "O", "C", "C", "C", "C", "C", "C", "N", "N", "C", "C", "O", "C", "C", "C", "C", "C", "C", "C", "C", "H", "H", "H", "H", "H", "H", "H", "H", "H", "H", "H", "H", "H", "Cl", "Ge", "Cl", "Cl", "N", "C", "C", "O", "O", "H", "H", "H", "H", "H"], "coordinates": [[0.1810, -0.8651, -0.8026], [3.3289, -3.6100, -1.5472], [2.3461, -2.8602, -1.6181], [1.3522, -2.7326, -0.7503], [1.3877, -3.5740, 0.4189], [0.5899, -3.0009, 1.5651], [0.9070, -3.3013, 2.8859], [0.1069, -2.7945, 3.8954], [-0.9988, -2.0257, 3.5635], [-1.2398, -1.7790, 2.2227], [-0.4565, -2.2446, 1.2547], [2.1580, -2.0796, -2.9140], [2.6043, -2.6757, -4.0892], [2.3203, -2.0681, -5.2976], [1.6231, -0.8670, -5.3043], [1.2657, -0.3131, -4.0908], [1.5271, -0.9042, -2.9223], [0.9391, -4.5459, 0.1728], [2.4177, -3.7685, 0.7261], [1.7725, -3.9130, 3.1069], [0.3485, -2.9889, 4.9333], [-1.6466, -1.6048, 4.3206], [-2.0908, -1.1905, 1.8976], [3.1410, -3.6100, -4.0152], [2.6302, -2.5289, -6.2274], [1.3567, -0.3665, -6.2249], [0.7503, 0.6396, -4.0344], [-5.5410, -0.8466, 0.2965], [-4.1200, -1.1696, 0.4633], [-3.2320, -0.8154, -0.4001], [-2.4585, 0.8157, -3.1539], [-1.9262, 1.8014, -3.8474], [-1.0556, 2.5851, -2.9409], [-0.8598, 2.1968, -1.6565], [-1.4952, 1.1193, -0.8719], [-0.9919, 0.9060, 0.4297], [-1.2060, 1.6630, 1.4053], [-0.2827, 1.3815, 2.4022], [0.9537, 0.6785, 2.1553], [1.4039, 0.2423, 1.0553], [1.8050, 0.5003, 3.3256], [1.4539, 0.8922, 4.5640], [0.2110, 1.5594, 4.8183], [-0.1618, 1.9428, 6.1178], [-1.3590, 2.5705, 6.3578], [-2.2140, 2.8345, 5.2759], [-1.8698, 2.4712, 3.9977], [-0.6444, 1.8176, 3.7269], [-5.9901, -1.6468, -0.2863], [-5.6757, 0.1089, -0.2053], [-5.9665, -0.8090, 1.2941], [-4.0578, 0.6395, -1.8215], [-2.0645, 2.0229, -4.8974], [-0.5335, 3.4742, -3.2876], [-0.2681, 2.8265, -1.0012], [2.7477, 0.0021, 3.1356], [2.1184, 0.7097, 5.4033], [0.5197, 1.7286, 6.9347], [-1.6420, 2.8560, 7.3630], [-3.1635, 3.3266, 5.4517], [-2.5376, 2.6774, 3.1729], [-2.6403, 0.1377, -1.6650], [-2.1096, -2.0344, -2.6673], [-3.5834, -2.0301, -4.4796], [-3.1214, -3.8767, -1.7419], [3.6222, 2.1285, -3.6261], [3.4601, 3.2549, -2.7137], [2.8828, 2.8164, -1.3707], [2.8840, 3.5385, -0.4123], [2.3689, 1.5894, -1.3594], [3.7310, 2.4280, -4.5845], [2.4448, 1.2163, -2.2579], [4.4337, 1.5725, -3.3833], [2.7356, 3.9530, -3.1369], [4.3738, 3.8160, -2.5037]], "lumo_ev": [1.8, 1.8], "max_force_ev_per_a": 7.0, "total_charge": -1}

***

{"formula": "C31H28Cl5N6OS4Sn", "method": "ωB97M-V with the def2-TZVPD basis set", "elements": ["Sn", "S", "C", "C", "C", "C", "C", "C", "S", "H", "H", "H", "H", "Cl", "C", "Cl", "H", "H", "C", "C", "C", "C", "N", "C", "S", "N", "H", "H", "H", "H", "H", "N", "C", "C", "C", "N", "H", "H", "H", "H", "Cl", "C", "C", "C", "C", "C", "C", "N", "C", "C", "N", "C", "O", "C", "C", "C", "Cl", "S", "C", "C", "C", "Cl", "C", "H", "H", "H", "H", "H", "H", "H", "H", "H", "H", "H", "H", "H"], "coordinates": [[-1.3874, -0.3206, 1.9061], [-3.7866, -0.9200, 1.5298], [-3.9323, -2.6569, 1.8385], [-5.2443, -3.1266, 1.9723], [-5.5158, -4.4711, 2.1301], [-4.4814, -5.3993, 2.1534], [-3.1791, -4.9592, 2.0364], [-2.9020, -3.6006, 1.8941], [-1.1927, -3.1454, 1.6766], [-6.0455, -2.4004, 1.9332], [-6.5399, -4.8024, 2.2396], [-4.6901, -6.4551, 2.2566], [-2.3573, -5.6638, 2.0503], [2.1885, -0.8449, 1.5488], [2.6834, 0.0606, 2.9854], [1.4521, 1.2401, 3.4669], [3.5963, 0.5974, 2.7590], [2.8190, -0.6438, 3.7975], [0.1643, -1.6234, 8.0370], [-0.6980, -1.8165, 6.8335], [-1.9903, -1.2902, 6.7522], [-2.6240, -1.3588, 5.5311], [-2.0660, -1.9611, 4.4766], [-0.9028, -2.5518, 4.6968], [-0.2249, -3.6006, 3.4458], [-0.1826, -2.4873, 5.8034], [-0.2490, -2.1571, 8.8947], [0.2015, -0.5660, 8.3010], [1.1662, -1.9918, 7.8369], [-2.4561, -0.8075, 7.5995], [-3.6019, -0.9226, 5.3558], [-1.3929, 2.8337, 0.2251], [-1.4590, 4.1708, 0.3455], [-1.6363, 4.4429, 1.6830], [-1.6646, 3.1862, 2.3010], [-1.5189, 2.2162, 1.4073], [-1.2974, 2.2839, -0.6143], [-1.3709, 4.8234, -0.5062], [-1.7410, 5.4092, 2.1427], [-1.7822, 2.9394, 3.3442], [4.0035, 1.4979, -8.9078], [3.2655, 1.1964, -7.3785], [3.8521, 0.3105, -6.4891], [3.2524, 0.0898, -5.2630], [2.0753, 0.7344, -4.9021], [1.4576, 0.4797, -3.5430], [0.5370, -0.7522, -3.5830], [-0.4420, -0.6452, -2.5122], [-1.7053, -0.1152, -2.6125], [-2.1470, 0.0663, -1.3375], [-1.1564, -0.3246, -0.4639], [-0.1488, -0.7465, -1.2055], [2.4106, 0.2112, -2.5249], [2.8268, 1.3115, -1.6988], [3.3533, 2.4909, -2.4591], [2.6613, 3.6466, -2.6703], [1.1588, 4.0897, -1.9673], [3.4808, 4.7344, -3.7249], [4.7849, 3.6316, -3.8843], [4.5884, 2.4981, -3.1687], [1.4967, 1.6014, -5.8268], [-0.0052, 2.3987, -5.4764], [2.0836, 1.8440, -7.0578], [4.7711, -0.1939, -6.7532], [3.7064, -0.5865, -4.5500], [0.8442, 1.3399, -3.2577], [1.1542, -1.6353, -3.4212], [0.0252, -0.8235, -4.5395], [-2.1817, 0.0637, -3.5607], [-3.0960, 0.4229, -0.9744], [0.7931, -1.1119, -0.8349], [3.6040, 0.8846, -1.0663], [1.9900, 1.6287, -1.0658], [5.6296, 3.8947, -4.5004], [5.2921, 1.6786, -3.1292], [1.6258, 2.5295, -7.7566]], "lumo_ev": -2.1, "max_force_ev_per_a": 0.8, "total_charge": 1}

***

Energy relative to the best compared isomer or geometry (same formula, charge and spin) for every record listed, in sequence, given in kJ/mol: 40.9; 2177.2; 7.5.